Below is CH3N2P in the gas phase in a non-equilibrium geometry, with properties calculated with ωB97M-V/def2-TZVPD.

Each line ends with the Löwdin charge.
Positions of all 7 atoms, in Å:
1 C -1.481 0.200 0.017  -0.52
2 N -2.464 0.836 -0.123  0.06
3 N 1.060 0.194 -0.544  -0.30
4 P -0.112 -0.946 -0.048  0.74
5 H 1.345 1.025 0.051  0.07
6 H 1.879 -0.416 -0.741  0.02
7 H -0.227 -0.893 1.388  -0.07

Computed properties:
**HOMO-LUMO gap**: 0.3899 Ha
**SMILES**: N#CPN
**Energy relative to the best compared isomer or geometry (same formula, charge and spin)**: 0.00 kJ/mol
**Spin multiplicity**: 1

---

Below is a 3-piece molecular cluster, C15H35IO12P2S overall in a non-equilibrium geometry, with properties calculated with ωB97M-V/def2-TZVPD.

Each line ends with the Löwdin charge.
Positions of all 66 atoms, in Å:
1 O 5.002 -0.466 -0.472  0.07
2 C 5.258 -0.754 -1.607  -0.37
3 O 4.637 -1.723 -2.335  -0.09
4 C 4.350 -2.908 -1.635  -0.73
5 I 6.030 -3.681 -0.493  0.92
6 C 3.126 -2.830 -0.715  -0.31
7 S 1.750 -1.896 -1.378  0.68
8 O 2.097 -0.583 -1.838  -0.33
9 O 0.997 -2.638 -2.345  -0.34
10 H 6.026 -0.188 -2.149  0.16
11 H 4.183 -3.665 -2.393  0.09
12 H 3.421 -2.426 0.254  0.08
13 H 2.758 -3.838 -0.511  0.11
14 H 0.910 -1.731 -0.313  0.08
15 O -0.309 3.986 -4.529  -0.23
16 P -1.368 2.988 -4.230  0.55
17 O -2.559 3.309 -5.311  -0.20
18 C -2.265 3.330 -6.703  -0.29
19 C -2.181 1.929 -7.283  -0.08
20 O -2.038 3.601 -2.877  -0.21
21 C -1.407 4.653 -2.151  -0.29
22 C -1.908 6.010 -2.607  -0.08
23 O -1.953 1.515 -3.790  -0.17
24 C -1.275 0.305 -4.164  -0.27
25 C 0.231 0.433 -4.178  -0.09
26 H -1.343 3.884 -6.894  0.11
27 H -3.080 3.873 -7.183  0.12
28 H -1.296 1.408 -6.906  0.06
29 H -2.107 1.966 -8.371  0.08
30 H -3.058 1.343 -7.008  0.08
31 H -0.323 4.585 -2.228  0.10
32 H -1.660 4.508 -1.099  0.11
33 H -1.859 6.113 -3.690  0.07
34 H -1.321 6.810 -2.153  0.08
35 H -2.953 6.144 -2.323  0.07
36 H -1.646 -0.034 -5.136  0.10
37 H -1.566 -0.456 -3.438  0.12
38 H 0.561 1.167 -4.926  0.07
39 H 0.696 -0.521 -4.419  0.08
40 H 0.599 0.764 -3.208  0.07
41 O -1.922 -1.562 5.956  -0.22
42 P -0.566 -1.876 5.438  0.55
43 O -0.805 -2.287 3.869  -0.20
44 C -1.482 -1.392 2.995  -0.29
45 C -0.568 -0.278 2.516  -0.07
46 O -0.288 -3.345 6.079  -0.21
47 C -1.122 -3.874 7.110  -0.29
48 C -2.242 -4.714 6.530  -0.08
49 O 1.066 -1.685 5.299  -0.18
50 C 1.675 -0.388 5.368  -0.28
51 C 0.994 0.554 6.338  -0.09
52 H -2.374 -0.981 3.475  0.11
53 H -1.813 -1.983 2.141  0.12
54 H -0.323 0.401 3.338  0.06
55 H -1.052 0.309 1.734  0.08
56 H 0.367 -0.685 2.128  0.07
57 H -1.509 -3.079 7.745  0.10
58 H -0.487 -4.501 7.739  0.12
59 H -2.777 -4.183 5.743  0.07
60 H -2.955 -4.995 7.307  0.08
61 H -1.843 -5.625 6.082  0.08
62 H 1.715 0.049 4.366  0.10
63 H 2.708 -0.545 5.682  0.12
64 H -0.040 0.759 6.034  0.07
65 H 1.525 1.504 6.385  0.08
66 H 0.961 0.118 7.338  0.09

Computed properties:
**HOMO-LUMO gap**: 0.3471 Ha
**SMILES**: O=CO[C@@H](I)C[SH](=O)=O.CCOP(=O)(OCC)OCC.CCOP(=O)(OCC)OCC
**Spin multiplicity**: 1

---

Below is a 2-piece molecular cluster, C2H4F3N overall in a non-equilibrium geometry, with properties calculated with ωB97M-V/def2-TZVPD.

Each line ends with the Löwdin charge.
Positions of all 10 atoms, in Å:
1 C -1.142 -0.385 -0.245  -0.02
2 C 0.104 0.176 0.350  -0.10
3 N 1.281 -0.400 0.142  -0.08
4 F 0.019 2.091 -0.414  -0.41
5 F 2.378 0.066 0.780  0.09
6 F 1.634 -0.674 -1.163  0.09
7 H -1.848 0.277 0.196  0.08
8 H -1.117 -0.431 -1.280  0.07
9 H -1.324 -1.347 0.286  0.12
10 H 0.016 0.627 1.348  0.16

Computed properties:
**HOMO-LUMO gap (spin up / spin down)**: 0.3790 / 0.3790 Ha
**Energy relative to the best compared isomer or geometry (same formula, charge and spin)**: 631.39 kJ/mol
**Spin multiplicity**: 1

---

Below is a 3-piece molecular cluster, C5H11NO overall, with properties calculated with ωB97M-V/def2-TZVPD.

Each line ends with the Löwdin charge.
Positions of all 18 atoms, in Å:
1 C 0.029 1.305 1.873  -0.09
2 C 1.270 1.263 1.401  -0.09
3 C 0.327 -0.544 -1.265  -0.21
4 C 1.113 -1.804 -1.124  -0.06
5 N -0.940 -0.518 -1.144  0.06
6 C -1.556 0.733 -1.334  -0.36
7 O -1.279 1.518 -2.208  0.05
8 H -0.616 2.165 1.703  0.05
9 H -2.054 -1.468 1.698  0.03
10 H -0.392 0.485 2.451  0.03
11 H 1.692 2.084 0.825  0.05
12 H 1.919 0.407 1.582  0.05
13 H 0.885 0.379 -1.471  0.12
14 H 1.878 -1.685 -0.347  0.07
15 H 0.456 -2.639 -0.872  0.08
16 H 1.639 -2.020 -2.062  0.08
17 H -1.793 -1.343 1.010  0.00
18 H -2.372 0.909 -0.610  0.12

Computed properties:
**HOMO-LUMO gap**: 0.3840 Ha
**SMILES**: C/C=N/C=O.[H][H].C=C
**Energy relative to the best compared isomer or geometry (same formula, charge and spin)**: 305.21 kJ/mol
**Spin multiplicity**: 1

---

What are the E_tot values for these records? In order: -13353.785; -78206.528; -11775.324; -8898.534 eV.
What are the M values for these records? In order: 74.02; 628.35; 99.05; 101.15 Da.